The following is a DFT calculation (ωB97M-V/def2-TZVPD) of an isolated molecule of C6H8O2.

Geometry as XYZ:
```
16
Properties=species:S:1:pos:R:3:nbo_charge:R:1
C 0.4565 0.8678 -0.6981 0.07
C 1.1110 -0.1872 0.2713 0.04
C 0.0261 -0.2509 1.3992 -0.45
C -1.1594 -0.5652 0.4094 -0.27
C -0.5252 -1.3590 -0.6249 0.09
C -0.7753 0.1212 -0.8185 -0.33
H 0.7353 3.0138 -0.3218 0.48
H 1.1969 0.7446 -1.6540 0.20
H 2.1882 -0.1540 0.7523 0.22
H 0.4223 -1.2926 1.8395 0.22
H 0.0547 0.7453 2.0691 0.26
H -2.2158 -0.9785 0.5105 0.25
H -0.9511 -2.2191 -1.2031 0.22
H -1.4867 0.7631 -1.3126 0.24
O 0.0634 2.1026 -0.0450 -0.73
O 0.8589 -1.3518 -0.5734 -0.52
```

As for the charge: 0. The gap between HOMO and LUMO is 9.29 eV. The SMILES is O[C@@H]1[C@@H]2[C@@H]3C[C@H]1O[C@@H]32. The strongest force on any atom comes out at 0.1133 Eh/bohr. As for the HOMO energy: -8.71 eV. The calculation puts the energy relative to the best compared isomer or geometry (same formula, charge and spin) at 4.6875 eV.